P:
Here is C2H5NO as an isolated structure from OMol25. Energies are from ωB97M-V with the def2-TZVPD basis set.

## Properties
* HOMO: -8.91 eV
* Kohn-Sham gap: 0.364 Eh
* LUMO energy: 1.00 eV

The geometry in ORCA input format:
```
! wB97M-V def2-TZVPD RIJCOSX def2/J DEFGRID3
* xyz 0 1
C -1.011 0.173 0.291
N 0.200 0.238 -0.515
C 1.664 -0.500 -0.113
O 1.635 -1.374 0.679
H -0.723 -0.081 1.315
H -1.542 1.131 0.298
H -1.694 -0.606 -0.069
H 0.056 0.300 -1.521
H 1.414 0.718 -0.364
*
```



Q:
Here is a 3-piece molecular cluster, C2H5NO overall from OMol25. Energies are from ωB97M-V with the def2-TZVPD basis set.

## Properties
* HOMO: -9.94 eV
* Kohn-Sham gap: 0.331 Eh
* LUMO energy: -0.94 eV

The geometry in ORCA input format:
```
! wB97M-V def2-TZVPD RIJCOSX def2/J DEFGRID3
* xyz 0 1
C -1.167 0.144 -0.140
C 0.372 0.472 -0.229
H -1.316 -0.927 -0.459
H -1.957 0.720 -0.807
H -1.408 0.261 0.996
H 1.087 -1.564 0.769
H 2.318 -0.231 0.417
N 1.261 -0.517 -0.434
O 0.809 1.641 -0.113
*
```



Order from most stable to least stable according to the calculation: P, Q



P:
Here is a 4-piece molecular cluster, C2H13NO3S overall from OMol25. Energies are from ωB97M-V with the def2-TZVPD basis set.

## Properties
* HOMO: -9.00 eV
* Kohn-Sham gap: 0.350 Eh
* structure (SMILES): NCCS.O.O.O
* LUMO energy: 0.53 eV

The geometry in ORCA input format:
```
! wB97M-V def2-TZVPD RIJCOSX def2/J DEFGRID3
* xyz 0 1
C -0.641 -0.534 0.063
C 0.770 -0.925 -0.401
S 1.410 0.063 -1.795
N -1.126 -1.673 0.806
H -1.206 -0.436 -0.866
H -0.695 0.417 0.600
H 0.794 -1.978 -0.662
H 1.427 -0.939 0.486
H 2.755 0.068 -1.569
H -2.027 -1.774 1.229
H -0.443 -2.093 1.418
H -0.544 4.775 0.931
H -0.681 3.294 0.787
O -1.107 4.048 1.200
H -1.540 -4.654 0.772
H -2.874 -4.976 1.523
O -2.237 -4.286 1.342
H 1.641 2.159 -0.366
H 2.351 3.160 0.511
O 1.514 3.015 0.058
*
```



Q:
Here is a 4-piece molecular cluster, C2H13NO3S overall from OMol25. Energies are from ωB97M-V with the def2-TZVPD basis set.

## Properties
* HOMO: -9.15 eV
* Kohn-Sham gap: 0.365 Eh
* structure (SMILES): NCCS.O.O.O
* LUMO energy: 0.77 eV

The geometry in ORCA input format:
```
! wB97M-V def2-TZVPD RIJCOSX def2/J DEFGRID3
* xyz 0 1
C -0.247 -0.595 0.250
C 1.272 -0.434 0.156
S 1.983 1.247 0.216
N -0.707 -1.953 0.238
H -0.600 -0.185 -0.702
H -0.569 -0.076 1.156
H 1.598 -0.899 -0.777
H 1.767 -0.959 0.977
H 2.011 1.295 -1.148
H -1.656 -1.991 -0.104
H -0.640 -2.484 1.111
H -3.093 1.530 0.901
H -4.001 0.311 0.613
O -3.083 0.586 0.705
H 0.203 -2.609 -1.619
H 0.869 -3.303 -2.852
O 0.821 -2.484 -2.357
H -0.416 2.055 0.295
H -0.771 3.087 1.269
O -1.201 2.374 0.775
*
```



Order from most stable to least stable according to the calculation: Q, P



P:
Here is CHNO2S as an isolated structure from OMol25. Energies are from ωB97M-V with the def2-TZVPD basis set.

## Properties
* HOMO (spin up / spin down): -9.94 / -9.95 eV
* Kohn-Sham gap (spin up / spin down): 0.272 / 0.273 Eh
* LUMO energy (spin up / spin down): -2.54 / -2.53 eV

The geometry in ORCA input format:
```
! wB97M-V def2-TZVPD RIJCOSX def2/J DEFGRID3
* xyz 0 1
C 1.639 -0.067 -0.140
N 0.676 0.649 -0.060
O 2.598 -0.594 -0.526
O -0.413 0.868 0.567
S -1.789 -0.841 0.330
H -2.710 -0.014 -0.171
*
```



Q:
Here is a single CHNO2S molecule from OMol25. Energies are from ωB97M-V with the def2-TZVPD basis set.

## Properties
* HOMO (spin up / spin down): -10.57 / -10.57 eV
* Kohn-Sham gap (spin up / spin down): 0.288 / 0.288 Eh
* structure (SMILES): O=[N+]([O-])C=S
* LUMO energy (spin up / spin down): -2.74 / -2.74 eV

The geometry in ORCA input format:
```
! wB97M-V def2-TZVPD RIJCOSX def2/J DEFGRID3
* xyz 0 1
C 0.140 -0.709 0.061
N -0.148 0.670 0.007
O 0.618 1.577 0.102
O -1.557 0.925 -0.253
S 1.643 -1.197 -0.125
H -0.695 -1.265 0.208
*
```



Order from most stable to least stable according to the calculation: P, Q



P:
Here is a 2-piece molecular cluster, C4H12N3 overall from OMol25. Energies are from ωB97M-V with the def2-TZVPD basis set.

## Properties
* HOMO: -11.52 eV
* Kohn-Sham gap: 0.288 Eh
* LUMO energy: -3.67 eV

The geometry in ORCA input format:
```
! wB97M-V def2-TZVPD RIJCOSX def2/J DEFGRID3
* xyz 1 1
C -0.539 -0.116 1.987
N 0.345 3.070 0.399
C -0.313 2.026 0.840
N 0.237 0.994 1.413
H 0.066 -1.019 1.970
H -1.433 -0.272 1.390
H -0.833 0.108 3.012
H 1.354 3.143 0.495
H -0.118 3.805 -0.109
H -1.390 2.050 0.703
H 1.245 0.943 1.453
C -1.081 -2.401 -1.836
C -0.071 -1.717 -1.317
N 1.299 -1.872 -1.628
H -0.882 -3.248 -2.488
H -2.096 -2.123 -1.584
H -0.249 -0.862 -0.677
H 1.453 -2.660 -2.248
H 1.865 -2.032 -0.805
*
```



Q:
Here is a 2-piece molecular cluster, C4H12N3 overall from OMol25. Energies are from ωB97M-V with the def2-TZVPD basis set.

## Properties
* HOMO: -14.05 eV
* Kohn-Sham gap: 0.413 Eh
* LUMO energy: -2.81 eV

The geometry in ORCA input format:
```
! wB97M-V def2-TZVPD RIJCOSX def2/J DEFGRID3
* xyz 1 1
C 2.339 -0.882 -0.662
N 1.222 0.887 -2.391
C 0.546 0.542 -1.191
N 1.011 -0.304 -0.375
H 2.242 -1.596 -1.476
H 2.694 -1.400 0.224
H 3.027 -0.088 -0.933
H 0.652 0.680 -3.208
H 1.220 1.910 -2.432
H -0.369 1.075 -0.946
C -2.015 -0.218 1.068
C -2.560 0.866 1.586
N -0.741 -0.709 1.591
H -2.473 -0.901 0.369
H -3.509 1.259 1.253
H -2.103 1.379 2.424
H -0.502 -0.242 2.465
H -0.788 -1.695 1.847
H 0.106 -0.563 0.787
*
```



R:
Here is a 2-piece molecular cluster, C4H12N3 overall from OMol25. Energies are from ωB97M-V with the def2-TZVPD basis set.

## Properties
* HOMO (spin up / spin down): -10.99 / -11.33 eV
* Kohn-Sham gap (spin up / spin down): 0.270 / 0.288 Eh
* LUMO energy (spin up / spin down): -3.64 / -3.50 eV

The geometry in ORCA input format:
```
! wB97M-V def2-TZVPD RIJCOSX def2/J DEFGRID3
* xyz 1 1
C -2.222 -0.185 -0.017
C -2.398 1.173 -0.581
C 1.175 0.099 1.122
C 0.196 -0.882 0.566
N -2.889 -1.108 0.336
N 0.532 -0.899 -0.925
N 2.166 0.579 0.117
H -3.450 1.339 -0.907
H -2.188 1.869 0.192
H -1.661 1.366 -1.381
H 0.665 0.988 1.573
H 1.723 -0.465 1.788
H 0.098 -1.728 1.248
H -2.990 -1.930 0.798
H -0.195 -0.656 -1.611
H 0.845 -1.900 -1.278
H 3.191 0.461 0.308
H 2.041 1.588 0.045
H 1.422 -0.265 -0.777
*
```



S:
Here is an isolated ion of composition C4H12N3 and charge +1 from OMol25. Energies are from ωB97M-V with the def2-TZVPD basis set.

## Properties
* HOMO: -13.02 eV
* Kohn-Sham gap: 0.347 Eh
* structure (SMILES): CNCCNC=[NH2+]
* LUMO energy: -3.58 eV

The geometry in ORCA input format:
```
! wB97M-V def2-TZVPD RIJCOSX def2/J DEFGRID3
* xyz 1 1
C -0.428 1.450 0.193
C 1.026 1.058 -0.199
C -2.458 0.082 -0.121
C 1.873 -1.289 -0.204
N -1.167 0.253 0.047
N -3.111 -1.113 -0.130
N 1.388 -0.140 0.617
H -0.184 1.784 1.180
H -0.767 2.304 -0.450
H 1.865 1.673 0.000
H 0.968 0.738 -1.259
H 2.010 -2.037 0.564
H 1.222 -1.751 -1.029
H 2.883 -1.091 -0.607
H -0.538 -0.550 0.202
H -2.679 -1.945 -0.185
H -4.067 -1.044 -0.080
H 2.156 -0.011 1.283
H -3.070 0.986 -0.162
*
```



Order from most stable to least stable according to the calculation: P, S, Q, R